9
Properties=species:S:1:pos:R:3 method="wB97M-V/def2-TZVPD" homo_lumo_gap_ev=11.731 smiles="C=C.O" energy_ev=-4217.75531 homo_energy_ev=-10.68 total_charge=0 e_lumo_ev=1.048 largest_force_ev_per_a=1.4 e_above_lowest_kj_mol=68.7
O -1.8620 0.1577 -1.7162
C 0.4397 0.1712 1.1460
C 1.2517 -0.3010 0.2255
H 1.9277 0.3496 -0.3141
H -2.3701 0.0749 -0.9047
H 1.3502 -1.3215 -0.1656
H -0.9248 0.0823 -1.4530
H -0.2979 -0.4123 1.6908
H 0.4855 1.1990 1.4912